i) Below is one molecule with the formula C6H12N2, with properties calculated with ωB97M-V/def2-TZVPD.

```
! RIJCOSX wB97M-V def2-TZVPD def2/J DEFGRID3
* xyz 0 1
H -1.9714 -0.6282 -1.4815
C -0.7015 0.3756 0.1890
H 0.7418 2.7218 -0.8564
C 1.5896 2.2239 -0.4342
H 2.9732 -0.6065 -0.2248
H -1.6697 1.0211 -1.6439
H -0.8276 1.5013 0.4568
C 2.5212 -1.5470 0.0673
C -1.4967 -0.4126 1.1927
N 1.6422 1.0043 -0.1380
H -2.5138 -0.0944 1.0712
C 1.2698 -1.2384 0.3611
H 2.5935 2.6931 -0.6310
H 0.6594 -1.7874 0.9986
C -1.2193 0.1920 -1.2439
N 0.7005 0.0798 0.1783
H 2.9711 -2.4904 0.4181
H -1.5701 -1.3613 0.7729
H -1.2027 -0.5499 2.2784
H -0.3746 0.1542 -1.8630
*
```

- E_LUMO (eV) = 1.040
- E_HOMO (eV) = -7.96
- SMILES = C=CN(N=C)C(C)C



ii) Below is one molecule with the formula C6H12N2, with properties calculated with ωB97M-V/def2-TZVPD.

```
! RIJCOSX wB97M-V def2-TZVPD def2/J DEFGRID3
* xyz 0 1
H -3.1136 -0.8773 0.1883
H -0.1765 1.8829 -1.6478
C 0.0079 1.9124 -0.5622
H 0.9903 2.4095 -0.4046
H -2.8083 0.8635 0.1359
H 2.7648 0.9195 0.2257
C 0.6313 -1.6971 -0.3698
C 2.3799 -0.1248 0.3636
C -2.3302 -0.1057 0.3745
C -0.0388 0.4698 0.0091
H -0.0234 0.5860 1.1189
N 1.1445 -0.3586 -0.3713
H 3.0876 -0.7981 -0.1073
C -0.7048 -1.6892 -0.4232
H 2.2459 -0.4108 1.4244
H -0.8113 2.5338 -0.0807
H -2.0919 -0.0802 1.4548
H 1.3531 -2.4904 -0.4560
N -1.1462 -0.3417 -0.4074
H -1.3603 -2.6034 -0.4649
*
```

- E_LUMO (eV) = 1.204
- E_HOMO (eV) = -7.12
- SMILES = CC1N(C)C=CN1C



Tell me which of them is the least stable. Sure, it is i).



i) Below is one molecule with the formula C6H12N2, with properties calculated with ωB97M-V/def2-TZVPD.

```
! RIJCOSX wB97M-V def2-TZVPD def2/J DEFGRID3
* xyz 0 1
H 1.7955 -1.2353 0.3944
H -0.1115 -1.9142 1.6598
H -1.3404 -1.1002 2.6328
C 0.4124 0.6684 -2.0031
C 0.3223 0.9753 0.4685
H 0.3227 -0.5393 2.6700
N 0.8089 0.2542 -0.6714
N 0.3080 2.2203 0.6245
H 0.0311 1.6867 -1.9885
H 0.8897 2.7305 -0.0404
H -2.2581 0.8806 -0.3117
H 0.5628 -1.8423 -0.7397
H -2.8436 -0.3416 0.9269
H 2.0958 -1.2062 -1.3563
C -0.4512 -0.9416 2.0271
C 1.3405 -1.0850 -0.5804
C -0.7657 -0.0080 0.8925
H 1.2740 0.6162 -2.6720
H -0.3754 0.0111 -2.3941
C -2.0178 0.1705 0.4609
*
```

- E_LUMO (eV) = 0.901
- E_HOMO (eV) = -8.03
- SMILES = [H]/N=C(/C(=C)C)N(C)C



ii) Below is one molecule with the formula C6H12N2, with properties calculated with ωB97M-V/def2-TZVPD.

```
! RIJCOSX wB97M-V def2-TZVPD def2/J DEFGRID3
* xyz 0 1
C -1.2704 -1.3069 -0.2973
H -0.5792 -0.3028 1.8945
N 2.0579 -0.8809 -1.1127
C 0.2927 0.7877 0.2409
H 0.6727 0.4092 -1.9129
C 0.3367 0.2350 1.6568
H 1.1830 -0.4383 1.8008
H 0.4403 1.0532 2.3740
N -2.3897 -1.5131 0.1490
H -0.2096 -2.1731 -1.8871
H -0.8720 2.5608 0.6659
C -0.2908 -1.3586 -1.1772
H 2.8102 -0.2110 -1.1930
H -1.8387 1.1858 0.1611
H -0.8972 2.0804 -1.0336
H 1.1951 1.3998 0.1201
H 2.2130 -1.5861 -0.4050
H -2.7196 -1.3100 1.0849
C 0.7603 -0.3333 -1.1186
C -0.8944 1.7022 -0.0105
*
```

- E_LUMO (eV) = 0.625
- E_HOMO (eV) = -7.97
- SMILES = CC(C)[C@@H](N)C=C=N



iii) Below is one molecule with the formula C6H12N2, with properties calculated with ωB97M-V/def2-TZVPD.

```
! RIJCOSX wB97M-V def2-TZVPD def2/J DEFGRID3
* xyz 0 1
H 2.9446 -0.1222 0.6923
C 1.2933 0.6619 -0.1994
C 0.1663 1.3545 0.0694
H -0.8290 -1.4765 -0.6366
H 1.7128 -1.1702 -1.2426
H -0.2944 -1.7691 1.0365
C -1.9622 0.7573 0.4166
C 1.5771 -0.1091 -1.4578
H -2.6476 1.5085 0.7896
H 2.5008 0.2618 -1.8986
H 0.7789 -0.0109 -2.1882
H -2.7740 -0.7437 1.5954
H 0.1436 2.0146 0.9260
N 2.3460 0.6919 0.7146
C -1.1638 -1.6260 0.3945
H -1.0187 0.6142 -1.3857
H 2.0407 0.9452 1.6607
C -1.9910 -0.4853 0.9065
N -1.0781 1.2515 -0.5968
H -1.7452 -2.5483 0.4037
*
```

- E_LUMO (eV) = 0.953
- E_HOMO (eV) = -7.12
- SMILES = C/C=C\N/C=C(\C)N



Tell me which of them is the least stable. Sure, it is ii).



i) Below is a 2-piece molecular cluster, C6H12N2 overall, with properties calculated with ωB97M-V/def2-TZVPD.

```
! RIJCOSX wB97M-V def2-TZVPD def2/J DEFGRID3
* xyz 0 1
H -0.0646 0.6911 0.1623
H 0.1340 -1.7890 -2.4321
H 1.0840 3.2811 1.2640
H -1.9966 -4.5950 -0.3832
C 1.0418 -1.8083 -1.7043
H -1.2647 2.7550 -0.0489
N 1.7159 1.3228 -0.6414
C 0.7292 1.3752 0.1559
C 0.3273 2.3203 1.2521
C -1.1437 2.7847 0.9801
H 1.2886 -0.8314 -1.1985
H 0.5289 1.8551 2.2668
N 0.5607 -2.5039 -0.5340
H -2.2183 -3.4142 0.7858
H 2.3581 2.0758 -0.5250
H -1.3359 3.7468 1.4171
C -1.5097 -3.7843 0.0256
C -0.4911 -3.1314 -0.4799
H -1.7315 2.0979 1.7023
H 1.9876 -2.4483 -2.0646
*
```

- E_LUMO (eV) = 0.801
- E_HOMO (eV) = -8.32
- SMILES = [H]/N=C\CC.C=C=NC



ii) Below is one molecule with the formula C6H12N2, with properties calculated with ωB97M-V/def2-TZVPD.

```
! RIJCOSX wB97M-V def2-TZVPD def2/J DEFGRID3
* xyz 0 1
H -0.3841 0.2038 -2.3893
H 1.9651 -1.9941 0.8338
H 0.2146 1.0063 2.2046
C -1.8559 -0.8474 -0.4017
H -1.6143 1.5287 -1.9436
H 0.0767 2.0370 -2.2177
H -2.2019 -1.6281 0.1656
C -0.8396 -0.2263 0.1497
C 1.1160 -1.5545 0.2714
H 1.6381 -0.9777 -0.4155
H 1.9001 0.5192 1.9732
C 0.8843 0.5947 1.4605
H -0.2551 -1.1973 1.9477
H 0.5194 -2.2743 -0.1230
C 0.2122 -0.7077 1.0714
H -2.5343 -0.3261 -0.9323
C -0.5490 1.2317 -1.7564
N 0.9179 1.2638 0.0767
N -0.3909 1.0417 -0.3638
H 1.1807 2.3065 0.3887
*
```

- E_LUMO (eV) = 1.075
- E_HOMO (eV) = -7.64
- SMILES = C=C1[C@@H](C)CNN1C



Tell me which of them is the least stable. Sure, it is i).



i) Below is a 3-piece molecular cluster, C5H12O3 overall, with properties calculated with ωB97M-V/def2-TZVPD.

```
! RIJCOSX wB97M-V def2-TZVPD def2/J DEFGRID3
* xyz 0 1
C 0.7875 -0.2933 -1.4772
H -3.4411 0.8729 1.0254
H -2.8866 1.1398 2.7010
H -0.5338 1.0104 1.8701
O 2.0582 -0.2607 -1.8469
C 0.4529 -0.3821 -0.1487
H 2.7624 -0.3053 -1.0887
C -0.8167 -0.4320 0.3520
H 4.6865 -1.0874 3.5206
O -3.5895 0.5503 -3.6382
H 5.4254 0.3529 3.9339
C -2.7058 0.5037 1.8660
C -1.3234 0.3528 1.3603
H 1.2867 -0.3001 0.6600
H -3.5403 0.3925 -2.7133
O 4.8546 -0.1054 3.3295
H -4.3922 0.2722 -4.0226
H -1.5658 -1.0602 -0.1428
H 0.2166 -0.7538 -2.3561
H -2.9709 -0.5026 2.1425
*
```

- E_LUMO (eV) = 0.703
- E_HOMO (eV) = -7.65
- SMILES = C/C=C/C=C/O.O.O



ii) Below is a 3-piece molecular cluster, C5H12O3 overall, with properties calculated with ωB97M-V/def2-TZVPD.

```
! RIJCOSX wB97M-V def2-TZVPD def2/J DEFGRID3
* xyz 0 1
C 2.0317 0.6633 0.1116
O 1.9967 0.6116 1.3526
H 0.8765 0.2530 -2.2177
H -0.9826 1.4791 -0.5047
O 2.3227 -0.4783 -0.6363
H 2.4488 1.5281 -0.4107
C -0.7140 -0.6423 0.2053
H -2.7512 0.0368 0.2477
C -0.4743 -0.6494 1.6340
H -2.1210 -0.3391 -1.3792
O 0.0770 0.7793 -2.0841
H -1.3032 -0.2737 2.2317
C 0.0405 1.2006 -0.7471
H 0.5091 2.1745 -0.5846
H -2.5164 -1.6415 -0.2520
H 0.4723 -0.0147 1.7902
H 2.3191 -1.2319 -0.0279
C -2.1056 -0.6267 -0.3281
H -0.1065 -1.6126 2.0007
H -0.0196 -1.2161 -0.4013
*
```

- E_LUMO (eV) = 0.374
- E_HOMO (eV) = -8.48



Tell me which of them is the least stable. Sure, it is ii).



i) Below is one molecule with the formula C9H18N2O3, with properties calculated with ωB97M-V/def2-TZVPD.

```
! RIJCOSX wB97M-V def2-TZVPD def2/J DEFGRID3
* xyz 0 1
C -1.1259 1.6510 -0.0304
H -0.1820 -0.7437 2.6244
O 2.6334 -0.6775 1.5277
C 1.0288 1.0594 0.7864
H 2.5121 -0.4158 0.5291
H -1.0599 0.7325 -0.7545
H -0.0577 0.1631 -4.0462
N 1.0127 0.1167 -0.2560
H -3.0327 0.4296 2.4716
H 1.4662 2.0503 0.5078
H -2.3441 1.7044 0.1875
C 1.1097 0.4320 -1.6080
C -0.4475 1.2320 1.3174
O 1.8306 0.7473 3.0914
C -0.2949 -0.8094 -3.5228
C -2.1214 0.0343 3.0419
O 1.6586 1.4356 -1.9355
C 0.7940 -0.9799 -2.5023
C -0.9250 -0.0672 1.9642
H 0.1209 -0.5687 0.0076
C 1.8495 0.3527 1.9369
H -1.3900 -0.5970 -3.1228
H 1.4953 -2.7287 -1.5818
N 0.6657 -2.0940 -1.3933
H -1.1655 -0.8944 1.1995
H -1.7485 0.6170 3.7687
H -0.3573 -1.5585 -4.3232
H -0.6427 2.6637 -0.3622
H -0.0650 -2.8918 -1.6770
H 1.6872 -1.0593 -3.2278
H -2.4561 -1.0754 3.1649
H -0.4487 1.7398 2.2167
*
```

- E_LUMO (eV) = 0.486
- E_HOMO (eV) = -9.45
- SMILES = CC[C@H](C)[C@H](NC(=O)[C@H](C)N)C(=O)O



ii) Below is C9H18N2O3 as an isolated structure, with properties calculated with ωB97M-V/def2-TZVPD.

```
! RIJCOSX wB97M-V def2-TZVPD def2/J DEFGRID3
* xyz 0 1
H 0.4974 -1.8315 2.7988
C -1.7348 -2.3584 1.0561
H -3.3855 -1.4437 2.4177
H -1.2589 -3.2335 1.6411
H -1.4036 -0.4194 -2.2408
O 4.2419 1.4069 -0.1730
H 0.5764 0.0949 2.3372
H 1.5416 2.4540 0.9650
C 3.0859 1.6500 -0.0036
H -1.8576 -3.0817 0.1914
H -1.0171 -1.9459 -1.4904
C -0.1585 -0.8545 2.2956
C 1.9665 2.9619 -2.0969
C -1.0444 -0.3321 -0.3053
H 0.3189 -1.8390 0.3488
C -0.6326 -1.3741 0.8242
N -1.5262 -0.9679 -1.4574
H 1.3338 -0.4556 -1.7858
H -3.2205 -0.9134 0.2829
O 2.4864 1.8747 1.1009
H -1.1890 -0.6391 2.9322
H 1.0174 3.6013 -1.7038
N 1.0725 0.5416 -1.3375
H -4.1108 -2.6800 0.9970
H -1.9353 0.2310 0.0638
C 2.1870 1.5437 -1.3096
H 2.9251 3.6288 -2.2980
H 2.8185 1.0991 -2.1414
C -3.2100 -1.8108 1.2987
H 1.6757 2.7442 -3.2039
C 0.0354 0.6544 -0.3173
O -0.0955 1.6942 0.3131
*
```

- E_LUMO (eV) = 0.457
- E_HOMO (eV) = -9.57



Tell me which of them is the least stable. Sure, it is ii).



i) Below is one molecule with the formula C2H5NO, with properties calculated with ωB97M-V/def2-TZVPD.

```
! RIJCOSX wB97M-V def2-TZVPD def2/J DEFGRID3
* xyz 0 1
H -0.1503 -2.0045 -0.1148
O -2.0176 -0.1739 -0.3347
H 1.1516 -0.8971 -0.8263
H 0.9696 1.4087 0.2937
C -0.0693 1.3372 0.0973
H 1.0713 -1.0957 0.8116
H -0.7732 2.2424 0.1565
N -0.5387 0.1510 -0.0326
C 0.3565 -0.9682 -0.0508
*
```

- E_LUMO (eV) = 0.254
- E_HOMO (eV) = -8.94
- SMILES = C=[N+](C)[O-]



ii) Below is a 2-piece molecular cluster, C2H5NO overall, with properties calculated with ωB97M-V/def2-TZVPD.

```
! RIJCOSX wB97M-V def2-TZVPD def2/J DEFGRID3
* xyz 0 1
C 0.8908 0.2212 -0.0300
H -1.3157 1.3468 0.9117
H 1.1663 0.5979 0.9735
O -1.3632 -0.5853 0.6374
H 1.4990 0.7321 -0.8376
H -0.1238 -2.4003 -1.8745
N -1.5944 0.8206 0.1273
C -0.5080 0.0496 -0.1306
H 1.3490 -0.7827 0.2227
*
```

- E_LUMO (alpha / beta) (eV) = 0.534 / 0.050
- E_HOMO (alpha / beta) (eV) = -10.69 / -7.52



Tell me which of them is the least stable. Sure, it is ii).